Record 1
Entry from OMol25: 10 unconnected molecules or ions with the total composition C18H50N6O24S4 in a non-equilibrium geometry (wB97M-V/def2-TZVPD).

Structure (SMILES): CCOS(C)(=O)=O.CCOS(C)(=O)=O.CCOS(C)(=O)=O.CCOS(C)(=O)=O.C[N+](=O)[O-].C[N+](=O)[O-].C[N+](=O)[O-].C[N+](=O)[O-].C[N+](=O)[O-].C[N+](=O)[O-]
LUMO level, eV: -0.1199
HOMO-LUMO gap, eV: 10.8
Energy, hartree: -4442.0931

CARTESIAN COORDINATES (ANGSTROEM)
N1 0.40418 0.62951 1.47662
C1 8.34874 0.56899 -2.27703
H1 -7.90209 1.98998 2.39761
H2 9.47880 -4.23067 10.06930
C2 4.48540 5.55399 -4.08267
H3 -8.12367 2.21174 -8.71532
O1 -3.81994 3.38460 8.01708
C3 -8.36422 2.98269 -7.98331
C4 9.11896 -2.73626 8.47279
O2 -3.85060 2.29154 -6.47567
H4 -9.80472 -8.80155 -2.21728
O3 2.76761 -3.92782 -2.93423
C5 -10.77943 -8.06603 -3.97187
O4 2.08996 6.35390 3.04810
H5 -8.16512 3.99285 -8.34112
H6 5.48019 5.68647 -3.65730
H7 2.96888 4.86450 5.52081
S1 -5.16366 2.55996 -5.82037
H8 1.28932 -4.44424 -4.95019
S2 10.18699 0.32618 -4.26022
H9 8.37846 -1.30384 -4.44406
H10 -7.30653 -6.29724 -2.74289
C6 8.58602 1.34992 -0.94867
C7 -7.63726 2.71028 -6.71127
H11 -10.43767 -7.39847 -4.76285
S3 6.74989 -1.52693 8.28366
O5 -8.06847 5.10516 2.42854
H12 10.44965 -2.80573 10.05631
C8 9.05284 -0.85976 -5.17624
C9 -1.89679 2.08077 8.15208
N2 -7.67525 3.96874 2.20803
O6 9.11439 1.19467 -3.37214
O7 5.76896 -0.85443 9.16931
H13 6.30253 -3.21020 6.51829
H14 -5.96329 4.38121 -4.56553
H15 -10.80310 -9.07284 -4.38884
H16 -8.48428 -4.95518 -2.64533
O8 8.01827 -2.10653 9.19980
H17 -1.24164 1.03224 0.27976
H18 6.14698 -3.92999 8.20087
H19 -7.93412 1.68499 -6.49048
H20 9.70389 -2.02270 7.89244
O9 1.39487 1.07491 0.85789
O10 -8.46934 -7.64897 -0.38744
H21 8.59500 -0.49021 -2.20250
H22 9.45648 0.88948 -0.48135
N3 4.60575 5.53634 -5.57412
O11 1.07126 -4.92471 -1.92747
H23 -11.76430 -7.72243 -3.65553
O12 10.98760 -0.35960 -3.23458
O13 0.36331 0.54071 2.65960
O14 -5.78479 1.66213 -4.85718
O15 -6.61036 3.69854 1.67392
H24 -9.46143 2.83873 2.42566
O16 3.57678 5.51324 -6.23368
H25 -9.42450 2.73797 -7.92004
O17 -3.25152 2.06967 6.36224
H26 -4.95823 4.91965 -6.00649
H27 -8.09139 3.36292 -5.96568
C10 -8.43660 2.85203 2.79669
H28 -0.37711 -0.49518 -0.08498
H29 4.03003 6.53934 -3.98345
H30 -7.10551 -4.99218 -1.51381
S4 -9.02987 -6.37388 -0.85110
H31 8.47325 -0.24611 -5.86590
O18 7.30581 -0.78731 7.13304
C11 3.26542 5.73892 4.94156
N4 1.62319 -4.34450 -2.88104
H32 7.77127 1.21943 -0.23645
N5 2.02463 6.29351 4.28608
C12 -9.82885 -7.89414 -2.82072
H33 0.96760 -2.98644 -4.18291
O19 5.71510 5.45700 -6.08642
H34 8.93951 2.37745 -1.03437
H35 3.65127 6.52473 5.59099
C13 9.97636 -3.53255 9.39611
N6 -3.08393 2.53767 7.48609
C14 -5.06477 4.23504 -5.16502
H36 3.90222 4.74783 -3.63758
H37 -1.42157 -0.42078 1.36179
H38 9.63980 -1.62017 -5.69136
C15 -7.81417 -5.59981 -2.07655
O20 -6.26971 2.89002 -7.02122
O21 1.00827 6.54954 4.97062
C16 -0.76475 0.14884 0.70437
O22 10.83914 1.26602 -5.17619
O23 -9.56350 -5.31020 0.04443
H39 -4.17686 4.29882 -4.53600
H40 -8.38565 2.92979 3.88271
H41 10.85182 -4.00269 8.94820
C17 5.92624 -3.09582 7.53487
H42 -1.98886 2.03060 9.23703
H43 -8.84998 -7.71819 -3.26676
H44 7.31598 0.75982 -2.56875
H45 -1.58049 1.09227 7.81904
H46 -1.12725 2.83025 7.96714
H47 8.71811 -3.45376 7.75684
H48 4.87282 -2.81599 7.52579
C18 0.75958 -4.05165 -4.08223
H49 4.00448 5.52008 4.17084
H50 -0.23997 -4.38157 -3.79909
O24 -10.17676 -6.76886 -1.98206

Record 2
Entry from OMol25: a molecular structure, C7H15N3 in a non-equilibrium geometry (wB97M-V/def2-TZVPD).

LUMO level, eV: 0.9079
HOMO-LUMO gap, eV: 9.1
Energy, hartree: -439.8818

CARTESIAN COORDINATES (ANGSTROEM)
N1 1.58775 1.73737 -1.38716
H1 -0.52388 -1.44937 -1.80925
H2 -2.32238 1.73668 -1.72306
H3 -1.36821 2.96942 -0.89564
H4 -1.68668 -1.66205 1.47627
H5 2.56221 0.56634 0.82678
H6 2.58770 -0.83068 1.85815
H7 -1.29521 0.01566 1.94791
H8 0.53358 -1.67937 1.03441
H9 2.31588 -2.20742 -0.32970
H10 2.15416 -0.86301 -1.23264
C1 -1.68050 -0.61655 1.14804
C2 1.90696 -0.12590 1.36377
C3 -0.85686 -0.42154 -0.11413
H11 -2.72793 -0.34757 0.96146
H12 2.00062 2.52499 -0.88415
H13 -1.57950 -2.21334 -0.79395
C4 0.95495 -0.86881 0.43124
C5 -1.77075 1.95760 -0.80281
C6 0.61890 1.25291 -0.83138
H14 -2.48280 1.97245 0.02736
C7 -0.65195 0.97075 -0.59570
H15 1.35890 0.42979 2.13005
N2 -1.26570 -1.30821 -1.12614
N3 1.63074 -1.54015 -0.67972

Record 3
Entry from OMol25: 2 unconnected molecules or ions with the total composition C6H16O in a non-equilibrium geometry (wB97M-V/def2-TZVPD).

LUMO level (alpha / beta), eV: 3.3334 / 3.3350
HOMO-LUMO gap (alpha / beta), eV: 2.1 / 10.8
Multiplicity: 2
Energy, hartree: -313.2857
Total charge: -1
<S²>: 0.7504

CARTESIAN COORDINATES (ANGSTROEM)
H1 -2.83985 1.12356 0.68112
H2 3.11789 -2.49489 4.11838
H3 1.31801 0.92111 0.17188
C1 -0.04655 0.82360 -1.43495
H4 1.19022 0.87340 -3.38877
H5 -0.43731 1.06070 0.71590
H6 -2.29036 1.76764 -0.88639
H7 0.12285 -1.15362 -0.80077
H8 -0.74477 -0.82827 -2.28621
H9 1.52489 -0.26977 -2.17478
C2 -2.04346 -0.48162 -0.40508
C3 0.34943 1.43268 -0.14799
H10 0.57567 2.44052 -0.16933
C4 -0.73541 -0.48195 -1.20904
H11 -3.65227 0.71960 -1.35587
H12 4.08245 -3.02997 5.05145
C5 1.30112 0.83881 -2.34666
C6 -2.92213 0.90790 -0.43684
H13 -1.90117 -0.82417 0.59293
H14 2.01570 1.56134 -1.94844
H15 -0.76273 1.41883 -1.96737
H16 -2.62801 -1.31527 -0.94485
O1 3.23635 -2.52591 5.05931

Record 4
Entry from OMol25: 9 unconnected molecules or ions with the total composition C21H60O9 in a non-equilibrium geometry (wB97M-V/def2-TZVPD).

Structure (SMILES): CC(C)O.CC(C)O.CC(C)O.CC(C)O.CC(C)O.CC(C)O.CC(C)O.O.O
LUMO level, eV: 0.4071
HOMO-LUMO gap, eV: 10.2
Energy, hartree: -1513.2082

CARTESIAN COORDINATES (ANGSTROEM)
C1 -1.34529 0.02799 3.50160
H1 -1.01259 0.75404 2.75812
C2 2.17081 -4.28928 -3.01367
H2 -2.97229 3.24174 2.31344
H3 -0.57011 5.37055 4.45291
H4 1.80464 4.34456 6.01671
C3 2.61218 -4.73253 -1.62384
H5 -1.90906 4.59900 2.32273
H6 0.15488 -3.63640 -3.87652
H7 -0.38334 0.36975 -5.96501
H8 -1.59865 4.88090 -1.44248
O1 -1.96839 2.32908 -3.02604
H9 -1.16073 5.70411 0.05934
H10 0.67337 -4.50801 0.70739
H11 2.35662 -5.77777 -1.47398
C4 -2.66385 0.38563 4.20650
H12 -2.31267 -6.61466 -0.82153
C5 -2.86013 -0.46788 5.44430
C6 0.93180 4.15979 5.37681
H13 0.92573 2.76716 -4.92155
H14 -1.34631 -0.96801 3.05801
C7 0.26530 0.44497 -0.73837
H15 -3.39184 4.77822 0.16004
H16 1.84813 1.36994 0.56237
H17 -0.34873 -0.36385 -4.45299
C8 -1.37757 4.72821 -0.38172
H18 2.72709 2.18252 -6.05952
C9 -0.10428 -6.95796 0.35232
H19 -0.84666 -3.85136 1.34680
O2 -0.12432 3.51893 6.08504
H20 2.26717 -4.05297 -0.84928
C10 1.40308 0.84427 -4.92661
O3 -3.74307 0.05557 3.34381
H21 -0.54378 -3.76201 -0.31167
H22 1.26406 0.74880 -2.38508
H23 0.51784 3.17820 3.56353
H24 -2.85882 -1.53358 5.21335
H25 2.03672 0.47788 -4.11787
C11 -0.14065 -0.76935 0.06108
H26 2.44453 -4.87284 -4.82854
H27 0.64895 -6.68957 1.09587
O4 2.40667 -5.31561 -3.97713
H28 3.69763 -4.58619 -1.60344
H29 -0.53700 -0.03874 4.24077
H30 -2.04658 -0.32057 6.15689
C12 -2.56985 4.07199 0.32634
H31 -0.92451 -1.36607 -0.41314
O5 4.83520 0.52546 -2.75048
C13 -2.17659 3.71471 1.73625
H32 0.16695 -4.71699 -2.40093
H33 -3.81345 -0.16994 5.88099
H34 1.52387 1.40315 -6.99418
H35 -0.48079 4.10318 -0.38164
C14 0.31603 -0.14357 -5.29023
H36 -0.58647 -7.88996 0.65095
H37 -2.67982 1.43952 4.50476
H38 -1.70048 -5.95816 1.39579
H39 0.29507 -7.03292 -0.65601
C15 -1.10042 -5.80551 0.48989
H40 5.57231 0.53115 -2.13056
H41 2.90785 0.45989 -6.49011
H42 0.58724 -3.06480 -2.29015
H43 0.68601 -1.48211 0.12439
O6 0.81791 2.02189 -4.32304
H44 -0.63023 0.77245 -1.28076
H45 -0.54658 -0.46118 1.02140
H46 2.29531 3.54717 3.72976
O7 -2.00389 -5.72249 -0.62005
H47 -1.27725 3.10237 1.66856
H48 0.43209 6.17224 5.74530
H49 -2.59368 2.94052 -1.29268
H50 1.51469 2.19914 4.53317
H51 1.09699 5.87795 4.11625
C16 2.20974 1.22504 -6.15680
C17 0.41989 5.50500 4.88582
H52 -2.60771 1.86522 -3.57839
H53 0.23568 1.86259 0.91509
H54 0.68704 -1.00476 -5.84046
C18 1.38048 3.24328 4.23733
H55 0.22945 2.98714 6.80211
H56 -1.11443 2.20944 -3.46803
H57 1.11624 2.46992 -0.48709
C19 0.88168 1.56475 0.08284
H58 4.12009 0.08031 -2.27531
C20 0.67155 -3.92814 -2.96454
O8 1.18383 0.01982 -1.75876
H59 2.68813 -3.37552 -3.33335
C21 -0.39841 -4.43163 0.53317
H60 -3.75958 0.62638 2.56849
O9 -2.89763 2.85942 -0.37491

Record 5
Entry from OMol25: a molecular structure, C33H16F5I2N4O2Tm in a non-equilibrium geometry (wB97M-V/def2-TZVPD).

LUMO level (alpha / beta), eV: -2.1183 / -2.1115
HOMO-LUMO gap (alpha / beta), eV: 4.4 / 4.4
Multiplicity: 3
Energy, hartree: -3816.4076
<S²>: 2.1775

CARTESIAN COORDINATES (ANGSTROEM)
F1 5.11629 14.81849 9.99084
C1 8.23354 10.16347 7.48752
C2 9.62970 6.68512 9.41839
H1 13.11632 10.09979 10.69276
C3 6.66165 13.42304 11.10335
H2 9.97105 5.73735 9.09032
H3 9.87633 9.28794 16.38292
N1 9.56098 8.69766 10.68166
H4 5.62428 13.28617 16.26716
H5 13.44820 7.64626 10.30858
H6 10.87593 7.00416 16.55939
H7 7.05963 11.97416 9.80022
H8 12.31968 6.12533 14.73446
N2 11.76566 9.85774 12.25277
C4 10.51153 9.56455 14.33926
I1 8.37428 6.12910 5.96462
H9 5.02684 14.13358 14.08600
H10 7.50462 12.42064 17.72190
C5 9.98902 7.28350 10.76598
H11 11.83162 6.09133 10.20764
C6 8.64245 10.14041 8.88254
C7 8.74332 11.36334 14.74181
O1 8.57163 11.18699 9.63889
C8 7.87241 12.13947 13.87198
C9 12.56757 9.35961 11.25832
C10 11.48771 6.94667 10.87422
N3 8.17217 12.13775 12.55271
C11 11.79147 7.67794 13.35013
H12 9.32014 10.96108 16.78487
H13 4.66370 13.74124 11.84886
C12 8.68636 15.63051 9.62170
C13 8.55144 7.74981 7.25490
C14 7.26369 15.56748 9.68974
C15 7.53560 12.26124 16.65381
F2 9.18569 16.61961 8.90164
I2 7.91655 11.91427 6.42867
C16 11.74002 7.03258 14.57993
C17 9.11950 8.90067 9.37278
C18 12.64172 7.99790 10.94167
H14 7.74785 8.97909 5.73626
C19 10.96325 7.58018 15.62165
C20 8.03987 13.16381 11.63790
C21 11.41041 9.05882 13.31980
F3 10.85122 15.07599 10.21823
F4 6.63630 16.40780 8.80185
C22 9.19463 13.65654 11.04198
C23 9.54132 14.74593 10.28689
C24 12.29726 7.02039 12.12699
N4 9.66730 10.61379 14.02390
F5 10.41308 12.68144 11.25765
H15 9.49618 6.74505 11.62076
C25 6.55329 12.85067 15.82239
C26 10.39552 8.82218 15.52885
C27 5.66959 13.51822 12.24413
C28 6.78191 12.87561 14.44507
C29 5.80672 13.56929 13.57745
C30 6.41259 14.71187 10.33984
H16 12.93618 6.10281 12.27653
C31 9.10647 7.62547 8.56391
Tm1 9.70403 10.71793 11.68344
O2 6.25736 12.34381 10.27632
C32 8.15273 8.98582 6.75168
C33 8.59838 11.46541 16.11610

Record 6
Entry from OMol25: a molecular structure, C12H29Cl2O2P2Tb in a non-equilibrium geometry (wB97M-V/def2-TZVPD).

LUMO level (alpha / beta), eV: -6.8626 / -6.7719
HOMO-LUMO gap (alpha / beta), eV: 8.8 / 9.0
Multiplicity: 7
Energy, hartree: -3052.2478
Total charge: +2
<S²>: 12.6729

CARTESIAN COORDINATES (ANGSTROEM)
H1 0.37612 -4.08878 0.74415
H2 1.83863 -1.91075 -1.09300
H3 -1.96096 0.52694 -3.73255
C1 -2.93646 0.67387 -3.26494
H4 0.34999 3.66351 3.09436
H5 -1.92666 3.55831 -0.37612
Cl1 -0.50291 -0.19592 3.21409
H6 -3.62498 -0.12256 -3.59587
H7 -3.45628 -1.93160 -0.91292
H8 -3.05418 -3.66428 -1.11577
H9 1.98664 3.05093 -0.71245
H10 -2.84159 -4.23500 1.41908
C2 -2.63652 -2.64908 -1.04852
H11 -1.84028 -3.32439 2.60525
C3 3.83586 -1.09169 -0.62887
C4 -0.85466 3.74577 -0.50593
C5 -2.45914 -3.24366 1.70074
H12 0.17980 -3.74739 -0.99479
H13 2.52993 2.95169 0.97489
C6 2.31519 -0.95748 -0.80497
H14 -0.67410 4.82884 -0.45786
H15 -0.54846 3.37612 -1.49247
H16 4.35093 -0.49288 -1.38529
H17 4.12578 -2.13841 -0.75463
H18 -2.11360 -2.41378 -1.98530
H19 -3.34166 1.66138 -3.54195
H20 0.03808 5.03013 1.98339
C7 1.78230 3.39989 0.30840
Tb1 -0.31081 0.04330 0.74412
H21 1.88685 4.49357 0.33483
H22 2.72238 0.39530 2.12295
C8 -0.36107 -3.95123 -0.05945
H23 2.04674 -0.18530 -1.54248
H24 -3.30011 -2.56964 1.91613
H25 2.65977 -1.39345 2.20679
P1 0.09090 2.87954 0.80503
C9 -2.78786 0.64278 -1.78856
C10 2.83975 -0.53294 1.54525
O1 -1.69700 0.41848 -1.19430
H26 4.63529 0.37669 0.75221
H27 -0.95347 -4.87183 -0.17370
C11 -0.22847 3.99253 2.22240
Cl2 -4.25109 1.03020 -0.96695
O2 1.76963 -0.54275 0.50762
C12 4.17436 -0.61783 0.79164
H28 4.87061 -1.28644 1.30618
H29 -1.29324 3.95092 2.48438
P2 -1.44997 -2.53163 0.34573